10
Properties=species:S:1:pos:R:3 method="wB97M-V/def2-TZVPD" total_charge=-1 fmax_ev_per_a=4.803 homo_energy_ev="-3.15 / -3.23" lumo_ev="0.604 / 0.578" s2=6.068 spin_multiplicity=5 orbital_gap_ev="3.75 / 3.80"
Mg 2.5967 -1.8509 -1.5979
Mg -1.9008 1.0965 -1.2208
Cr -0.9437 1.4681 2.0144
Br -3.5754 0.7008 0.8062
Br 0.3264 -0.6099 2.3495
Br 3.0797 0.0432 -0.1296
Br -1.7174 -2.5656 1.3443
Br 1.6809 -2.1383 -4.0224
Br 0.3027 3.1830 2.3082
Br 0.1510 0.6732 -1.8520